C3H7NO2 | wB97M-V/def2-TZVPD

orbital gap (spin up / spin down) = 7.50 / 7.49 eV
HOMO energy (spin up / spin down) = -8.08 / -8.08 eV
E_LUMO (spin up / spin down) = -0.022 / -0.022 hartree

```
! RIJCOSX wB97M-V def2-TZVPD def2/J DEFGRID3
* xyz 0 1
C 0.37 1.27 1.15
O 2.41 -1.03 -0.99
C 1.37 -0.33 -0.47
C 1.32 0.64 0.38
H 2.07 -1.64 -1.66
H 0.19 2.32 0.94
H 0.40 1.11 2.22
H -0.72 0.42 0.74
N -1.63 -0.55 0.24
O -1.99 -0.29 -1.12
H -2.72 0.33 -1.05
H -1.37 -1.53 0.23
H 0.30 -0.71 -0.61
*
```

C3H7NO2 | wB97M-V/def2-TZVPD

orbital gap = 9.66 eV
structure (SMILES) = CO/C=C(\N)O
HOMO energy = -8.95 eV
E_LUMO = 0.026 hartree

```
! RIJCOSX wB97M-V def2-TZVPD def2/J DEFGRID3
* xyz 0 1
C 2.15 0.12 -0.15
C -1.05 -0.10 -0.08
N -1.51 -1.34 -0.22
C -0.22 0.69 0.49
O 1.05 -0.30 0.62
O -2.13 1.21 -0.01
H -2.80 0.97 0.65
H -1.14 -2.06 0.38
H -1.87 -1.61 -1.13
H 0.14 1.71 0.52
H 3.02 -0.46 0.15
H 2.38 1.19 0.01
H 1.98 -0.03 -1.23
*
```

C3H7NO2 | wB97M-V/def2-TZVPD

orbital gap = 9.34 eV
HOMO energy = -8.87 eV
E_LUMO = 0.017 hartree

```
! RIJCOSX wB97M-V def2-TZVPD def2/J DEFGRID3
* xyz 0 1
N -0.38 0.27 -1.77
C 0.71 -0.39 -1.22
O 1.62 -0.80 -1.93
C 0.69 -0.53 0.25
C -0.56 -0.57 0.95
O -0.53 1.14 1.41
H -0.81 1.00 -1.22
H -0.24 0.52 -2.74
H 0.48 0.83 0.88
H 1.53 -1.08 0.67
H -1.50 -0.57 0.40
H -0.61 -1.07 1.92
H -0.40 1.27 2.37
*
```

C3H7NO2 | wB97M-V/def2-TZVPD

orbital gap = 10.20 eV
structure (SMILES) = CNCC(=O)O
HOMO energy = -9.42 eV
E_LUMO = 0.029 hartree

```
! RIJCOSX wB97M-V def2-TZVPD def2/J DEFGRID3
* xyz 0 1
C 1.07 1.59 -0.72
N 0.69 0.18 -0.63
C -0.38 -0.01 0.33
C -0.96 -1.41 0.22
O -1.35 -1.88 1.42
O -1.08 -2.05 -0.78
H 0.40 2.08 -1.42
H 1.01 2.12 0.23
H 2.08 1.64 -1.12
H 1.50 -0.31 -0.25
H -0.09 0.10 1.38
H -1.19 0.70 0.12
H -1.71 -2.76 1.23
*
```

C3H7NO2 | wB97M-V/def2-TZVPD

orbital gap = 10.21 eV
structure (SMILES) = O=CCNCO
HOMO energy = -9.61 eV
E_LUMO = 0.022 hartree

```
! RIJCOSX wB97M-V def2-TZVPD def2/J DEFGRID3
* xyz 0 1
O 1.93 2.34 1.34
C 0.98 1.84 0.72
C 0.60 0.37 0.51
N -0.07 0.18 -0.78
C -1.14 -0.80 -0.58
O -0.81 -1.94 0.24
H 0.47 2.56 0.15
H 1.53 -0.16 0.36
H 0.10 0.11 1.49
H 0.56 -0.33 -1.37
H -1.53 -1.15 -1.62
H -2.04 -0.38 -0.10
H -0.58 -2.64 -0.34
*
```

C3H7NO2 | wB97M-V/def2-TZVPD

orbital gap = 9.59 eV
HOMO energy = -8.62 eV
E_LUMO = 0.035 hartree

```
! RIJCOSX wB97M-V def2-TZVPD def2/J DEFGRID3
* xyz 0 1
C -2.00 0.11 0.30
C -1.19 -0.83 0.80
O -1.17 -2.13 0.41
C 1.51 0.53 -0.01
O 0.73 0.98 -1.00
N 2.78 0.77 -0.36
H -2.01 1.11 0.74
H -2.75 -0.11 -0.45
H -0.18 0.77 -0.73
H -0.44 -0.64 1.55
H -1.84 -2.25 -0.28
H 3.51 0.48 0.27
H 3.05 1.21 -1.23
*
```

C3H7NO2 | wB97M-V/def2-TZVPD

orbital gap = 10.58 eV
structure (SMILES) = CC(=O)NCO
HOMO energy = -9.75 eV
E_LUMO = 0.031 hartree

```
! RIJCOSX wB97M-V def2-TZVPD def2/J DEFGRID3
* xyz 0 1
O 1.73 -0.30 0.60
C 0.69 -0.60 0.07
N 0.19 0.16 -0.98
C -1.01 0.93 -0.77
O -0.98 1.42 0.58
C -0.27 -1.79 0.46
H 0.73 0.65 -1.70
H -1.95 0.33 -0.72
H -1.15 1.75 -1.49
H -0.05 1.68 0.76
H 0.32 -2.60 0.88
H -0.74 -1.86 -0.55
H -0.93 -1.56 1.30
*
```

C3H7NO2 | wB97M-V/def2-TZVPD

orbital gap = 10.26 eV
structure (SMILES) = CNC(=O)OC
HOMO energy = -9.34 eV
E_LUMO = 0.034 hartree

```
! RIJCOSX wB97M-V def2-TZVPD def2/J DEFGRID3
* xyz 0 1
C -2.21 -0.05 -0.42
N -1.17 0.16 0.56
C 0.15 -0.07 0.47
O 0.67 -0.40 1.53
O 0.87 0.20 -0.61
C 2.27 0.08 -0.32
H -2.81 0.85 -0.60
H -2.91 -0.85 -0.13
H -1.71 -0.36 -1.34
H -1.07 0.26 1.60
H 2.56 0.74 0.50
H 2.82 0.36 -1.21
H 2.55 -0.93 -0.03
*
```

C3H7NO2 | wB97M-V/def2-TZVPD

orbital gap = 10.16 eV
HOMO energy = -9.79 eV
E_LUMO = 0.013 hartree

```
! RIJCOSX wB97M-V def2-TZVPD def2/J DEFGRID3
* xyz 0 1
O 0.98 -0.73 -1.78
C 0.94 0.27 -1.11
C -0.43 0.91 -0.81
O -0.89 1.03 0.54
C -0.99 -0.10 1.25
N -0.70 -1.27 0.87
H -0.33 -1.34 -0.08
H 1.49 -0.75 0.97
H 1.85 0.85 -0.87
H -0.39 1.95 -1.15
H -1.15 0.35 -1.41
H -1.22 0.11 2.29
H 0.84 -1.27 1.29
*
```

In kJ/mol, the ΔE to the lowest compared entry with this formula, charge and spin values for the records above are, in order, 737.6 513.5 325.1 95.9 252.2 290.0 175.2 158.3 423.1.